40 unconnected molecules or ions with the total composition H80O40. Source: the Open Molecules 2025 dataset; level of theory: wB97M-V/def2-TZVPD.

XYZ file:
```
120
H80O40, DFT wB97M-V/def2-TZVPD
H 1.131 -4.724 0.827
H 0.480 -4.400 -0.347
O 0.328 -4.207 0.518
H -2.583 3.678 -4.800
H -2.200 2.953 -3.479
O -1.847 3.348 -4.364
H 3.483 -0.819 -0.120
H 3.317 -1.586 1.247
O 3.442 -1.822 0.328
H -0.959 -3.674 1.553
H -2.118 -2.925 1.796
O -1.442 -3.190 2.269
H -6.313 -0.806 -2.419
H -6.563 -1.340 -1.192
O -5.767 -1.230 -1.718
H -0.230 0.870 5.389
O 0.060 1.365 4.672
H -4.732 -2.880 -2.201
O -4.558 -3.933 -2.198
H -1.662 -4.312 -0.421
H -1.633 -5.112 -1.708
O -2.123 -4.517 -1.218
H -4.236 4.115 3.169
H -4.415 2.748 2.715
O -4.947 3.531 2.791
H -3.556 -4.807 1.097
H -4.052 -3.516 0.151
O -3.835 -3.816 1.200
H -0.498 3.540 -2.796
H 0.865 4.236 -2.762
O 0.493 3.501 -2.848
H -2.829 6.212 -1.393
O -3.128 5.244 -1.665
H -4.859 2.071 0.026
H -4.635 1.133 -1.170
O -5.270 1.341 -0.508
H 1.118 5.485 0.160
H 2.017 5.589 -0.936
O 1.117 5.787 -0.785
H 5.132 -3.326 -2.707
H 4.107 -3.299 -3.880
O 4.611 -2.815 -3.294
H 2.024 2.161 -4.205
H 1.869 0.918 -3.587
O 1.868 1.271 -4.442
H 1.794 -0.632 -5.343
H 1.147 -1.959 -5.084
O 2.058 -1.752 -5.345
H -1.024 -1.439 -1.631
H -0.518 -0.735 -2.780
O -1.332 -0.830 -2.187
H 5.497 -4.012 -0.100
O 4.830 -4.354 0.430
H 5.344 0.282 -2.507
H 4.540 -1.060 -2.150
O 4.914 -0.247 -1.753
H -2.774 0.541 -2.290
O -3.578 0.002 -2.446
H 1.006 -3.854 2.819
H 0.036 -5.151 3.027
O 0.939 -4.885 2.903
H -3.539 0.380 -5.163
H -2.383 0.514 -4.368
O -2.782 0.755 -5.141
H 1.664 -2.408 -2.276
H 1.408 -2.229 -0.786
O 1.890 -1.937 -1.482
H -2.573 4.883 2.233
H -1.057 4.692 1.418
O -2.029 4.728 1.394
H 0.915 3.014 4.857
H 0.787 2.990 3.519
O 1.536 3.023 4.065
H -3.836 -1.483 1.929
H -3.429 0.137 1.902
O -3.455 -0.731 1.410
H 4.884 2.935 3.304
H 3.566 2.340 3.431
O 4.095 3.002 3.024
H -3.461 3.126 4.507
H -2.242 3.821 5.356
O -2.748 3.768 4.561
H 3.555 3.957 0.734
H 3.799 4.912 1.897
O 3.470 4.845 1.062
H 3.324 4.564 -2.023
H 3.709 5.307 -0.695
O 3.996 4.980 -1.618
H -0.069 -1.816 3.537
O -0.725 -1.017 3.735
H 2.586 1.515 2.506
H 3.647 1.251 1.635
O 3.151 0.735 2.236
H 4.472 -3.515 0.589
H -0.269 0.671 4.050
H -3.533 -0.794 -1.768
H -3.619 -3.882 -2.419
H -2.786 4.737 -0.919
H -1.485 -1.467 3.671
O -0.422 1.403 -1.344
H -1.230 1.682 -1.299
H -0.038 2.140 -1.721
O 5.477 0.853 0.651
H 6.075 1.581 0.867
H 5.307 0.875 -0.287
O 0.109 -5.764 -1.423
H 0.044 -5.593 -2.417
H 0.856 -6.294 -1.470
O -0.208 1.196 1.935
H 0.452 0.477 2.399
H -0.754 0.808 1.245
O -5.077 0.110 3.613
H -5.015 -0.276 4.632
H -4.970 -0.698 3.168
O 3.632 -1.695 4.162
H 3.503 -0.857 4.503
H 3.152 -1.835 3.478
O 3.173 -5.951 -1.558
H 3.531 -5.891 -0.590
H 3.198 -5.181 -2.139
```

The net charge is +1. The relative energy (zero: lowest compared OMol25 entry of this formula, charge and spin) comes out at 1590.3 kJ/mol. Its HOMO energy (spin up / spin down) is -12.53 / -12.53 eV. Its expectation value of S² is 0.756. The spin multiplicity is 2.

---

A single C12H15N2O4PS molecule. Source: the Open Molecules 2025 dataset; level of theory: wB97M-V/def2-TZVPD.

XYZ file:
```
35
C12H15N2O4PS, DFT wB97M-V/def2-TZVPD
C -0.340 0.049 -3.606
C -0.614 -1.261 -2.668
O -0.471 -0.889 -1.274
P -1.578 -1.409 -0.278
O -2.967 -1.018 -0.610
O -1.613 -3.000 -0.230
C -2.507 -3.554 0.734
C -1.940 -4.901 1.170
S -1.118 -0.605 1.625
C 0.597 -0.628 1.564
C 1.167 -1.927 1.337
N 1.433 -3.031 1.112
N 1.319 0.512 1.644
O 0.522 1.751 1.862
C 1.149 2.862 1.412
C 1.289 2.960 0.061
C 1.961 4.068 -0.437
C 2.575 4.992 0.432
C 2.564 4.870 1.823
C 1.747 3.826 2.331
H -0.325 -0.197 -4.622
H -1.099 0.777 -3.528
H 0.667 0.471 -3.341
H -1.640 -1.640 -2.888
H 0.120 -1.950 -2.994
H -3.514 -3.715 0.274
H -2.757 -2.922 1.585
H -1.685 -5.545 0.321
H -0.984 -4.826 1.756
H -2.602 -5.506 1.801
H 0.875 2.196 -0.685
H 2.090 4.155 -1.463
H 3.019 5.838 -0.104
H 3.059 5.532 2.497
H 1.601 3.666 3.388
```

Its HOMO energy is -9.18 eV. Its SMILES is CCOP(=O)(OCC)S/C(C#N)=N\Oc1ccccc1.

---

A single C4H6OS3 molecule. Source: the Open Molecules 2025 dataset; level of theory: wB97M-V/def2-TZVPD.

XYZ file:
```
14
C4H6OS3, DFT wB97M-V/def2-TZVPD
O -0.760 -1.378 0.805
C -0.159 -0.217 0.870
C 1.310 -0.271 0.458
S 2.060 -0.621 -1.152
C -0.844 0.842 -0.058
S -0.415 2.466 -0.214
C -1.437 0.053 -1.128
S -2.916 -0.577 -0.799
H -1.819 -1.498 0.786
H -0.025 0.427 1.761
H 1.721 0.722 1.166
H 1.582 -0.983 1.152
H 2.673 0.763 -1.483
H -0.972 0.272 -2.164
```

The relative energy (zero: lowest compared OMol25 entry of this formula, charge and spin) comes out at 416.6 kJ/mol. Its HOMO energy is -8.88 eV. Its SMILES is O[C@@H](CS)C(=S)C=S.

---

A single C3H3FOS molecule. Source: the Open Molecules 2025 dataset; level of theory: wB97M-V/def2-TZVPD.

XYZ file:
```
9
C3H3FOS, DFT wB97M-V/def2-TZVPD
F 0.432 -1.951 -2.509
C 0.242 -0.929 -1.650
C -0.541 -1.094 -0.632
O -0.821 -0.076 0.288
C 0.191 0.552 0.879
S 0.163 1.813 1.890
H 0.744 -0.024 -1.938
H -1.115 -1.951 -0.412
H 1.097 -0.037 0.804
```

The relative energy (zero: lowest compared OMol25 entry of this formula, charge and spin) comes out at 127.8 kJ/mol. Its HOMO energy is -9.13 eV. Its SMILES is F/C=C/OC=S.

---

16 unconnected molecules or ions with the total composition C52H141N5O32. Source: the Open Molecules 2025 dataset; level of theory: wB97M-V/def2-TZVPD.

XYZ file:
```
230
C52H141N5O32, DFT wB97M-V/def2-TZVPD
C 15.885 -6.551 -12.847
C 17.183 -7.319 -13.115
O 18.211 -6.555 -13.520
O 15.899 -5.997 -11.517
H 15.021 -7.214 -12.818
H 15.628 -5.770 -13.562
H 17.115 -7.989 -13.972
H 17.362 -7.923 -12.225
H 18.949 -7.133 -13.725
H 16.371 -5.163 -11.579
C 17.893 -3.554 -15.481
C 16.458 -3.584 -16.015
O 15.648 -2.613 -15.447
O 18.682 -2.415 -15.799
H 18.399 -4.435 -15.875
H 17.830 -3.621 -14.395
H 16.042 -4.590 -15.955
H 16.553 -3.296 -17.062
H 16.128 -1.782 -15.486
H 18.299 -1.674 -15.324
C 21.696 1.683 -11.075
C 21.398 0.253 -11.544
O 20.277 0.235 -12.398
O 20.623 2.276 -10.291
H 21.946 2.251 -11.972
H 22.587 1.664 -10.448
H 21.184 -0.516 -10.801
H 22.234 -0.153 -12.114
H 19.531 0.567 -11.893
H 20.535 1.988 -9.379
C 17.925 -9.851 -5.494
C 17.413 -8.475 -5.525
O 17.491 -7.940 -4.245
O 18.122 -10.326 -6.830
H 17.254 -10.513 -4.948
H 18.858 -9.880 -4.932
H 16.375 -8.494 -5.857
H 17.989 -7.837 -6.195
H 16.943 -8.483 -3.674
H 19.029 -10.631 -6.914
C 16.992 0.666 -14.126
C 18.137 1.679 -14.240
O 18.121 2.561 -15.387
O 17.072 -0.294 -15.222
H 16.007 1.120 -14.236
H 17.184 0.209 -13.155
H 19.128 1.227 -14.208
H 18.190 2.385 -13.411
H 18.689 2.142 -16.039
H 16.750 0.201 -15.978
C 14.930 -9.802 -10.760
C 16.005 -10.572 -10.014
O 17.053 -11.111 -10.802
O 14.087 -10.794 -11.373
H 15.297 -9.053 -11.461
H 14.265 -9.251 -10.095
H 15.504 -11.398 -9.509
H 16.306 -9.882 -9.225
H 16.722 -11.936 -11.164
H 13.249 -10.344 -11.507
C 11.763 -3.333 -14.229
C 12.662 -4.554 -14.449
O 13.484 -4.444 -15.662
O 10.976 -3.025 -15.408
H 12.403 -2.483 -13.992
H 11.096 -3.444 -13.374
H 11.969 -5.349 -14.726
H 13.268 -4.891 -13.607
H 14.049 -3.687 -15.487
H 11.480 -3.126 -16.219
C 16.752 1.932 -9.957
C 15.789 0.802 -10.116
O 14.675 0.897 -9.212
O 17.841 1.775 -10.856
H 16.986 1.878 -8.894
H 16.238 2.883 -10.102
H 16.316 -0.153 -10.111
H 15.262 0.722 -11.067
H 14.296 0.016 -9.158
H 18.652 2.183 -10.544
C 21.804 -10.642 -6.026
C 21.742 -9.086 -6.191
O 23.031 -8.717 -6.469
O 20.579 -11.430 -6.234
H 22.238 -10.929 -5.068
H 22.523 -10.977 -6.773
H 21.336 -8.627 -5.289
H 21.005 -8.815 -6.948
H 23.103 -7.805 -6.179
H 20.627 -12.218 -5.689
C 11.991 -2.670 -10.485
C 12.072 -1.713 -9.242
O 13.395 -1.442 -8.933
O 12.571 -3.893 -10.112
H 12.464 -2.243 -11.369
H 10.946 -2.876 -10.718
H 11.554 -2.143 -8.384
H 11.610 -0.752 -9.470
H 13.781 -2.301 -8.748
H 12.266 -4.554 -10.738
C 15.246 -6.109 -7.952
C 15.529 -4.606 -8.080
O 14.384 -3.800 -7.989
O 14.673 -6.632 -9.138
H 14.602 -6.178 -7.076
H 16.190 -6.589 -7.696
H 16.154 -4.528 -8.970
H 16.131 -4.358 -7.206
H 13.809 -4.182 -8.656
H 15.212 -6.465 -9.915
C 22.551 -9.244 -9.836
O 21.528 -10.143 -9.538
C 21.733 -11.539 -9.918
C 20.429 -12.330 -9.662
N 20.520 -13.619 -10.376
C 19.399 -14.422 -9.998
C 19.529 -15.113 -8.558
O 20.568 -16.115 -8.468
C 20.267 -17.303 -8.951
H 22.468 -8.888 -10.863
H 23.560 -9.607 -9.640
H 22.423 -8.367 -9.202
H 22.572 -11.809 -9.276
H 22.014 -11.521 -10.971
H 19.662 -11.651 -10.035
H 20.388 -12.405 -8.575
H 20.409 -13.586 -11.379
H 19.409 -15.183 -10.779
H 18.428 -13.943 -10.122
H 18.568 -15.538 -8.269
H 19.814 -14.420 -7.766
H 20.546 -17.561 -9.973
H 19.211 -17.575 -8.936
H 20.693 -18.042 -8.273
C 25.306 -3.763 -12.975
O 24.697 -4.949 -13.454
C 23.299 -4.827 -13.410
C 22.504 -6.183 -13.640
N 22.333 -6.561 -15.006
C 21.305 -5.665 -15.550
C 21.126 -6.096 -17.019
O 22.207 -5.895 -17.879
C 22.054 -6.440 -19.235
H 25.178 -3.721 -11.893
H 24.833 -2.898 -13.440
H 26.338 -3.807 -13.325
H 22.939 -4.092 -14.130
H 22.931 -4.391 -12.481
H 21.596 -6.218 -13.038
H 23.077 -6.983 -13.171
H 23.187 -6.304 -15.479
H 21.568 -4.608 -15.578
H 20.381 -5.735 -14.976
H 20.271 -5.594 -17.472
H 21.046 -7.176 -17.150
H 21.141 -6.148 -19.754
H 22.255 -7.511 -19.247
H 22.860 -5.955 -19.786
C 19.579 -5.536 -5.043
O 20.947 -5.197 -4.999
C 21.735 -5.893 -4.034
C 23.179 -5.707 -4.439
N 23.466 -6.101 -5.801
C 24.792 -5.782 -6.281
C 25.089 -6.084 -7.733
O 24.411 -5.142 -8.557
C 24.743 -5.255 -9.926
H 18.957 -4.973 -4.346
H 19.487 -6.621 -5.005
H 19.177 -5.392 -6.045
H 21.483 -6.943 -3.886
H 21.498 -5.392 -3.095
H 23.811 -6.271 -3.753
H 23.529 -4.698 -4.223
H 22.728 -5.705 -6.365
H 25.506 -6.232 -5.592
H 24.807 -4.692 -6.257
H 24.736 -7.104 -7.879
H 26.169 -6.026 -7.870
H 25.723 -4.861 -10.194
H 24.024 -4.675 -10.504
H 24.665 -6.274 -10.307
C 15.538 -3.066 -11.778
O 16.733 -3.588 -11.269
C 17.892 -2.774 -11.602
C 19.119 -3.538 -11.637
N 19.389 -3.986 -10.293
C 20.400 -5.091 -10.295
C 20.426 -5.686 -8.821
O 19.228 -6.335 -8.346
C 19.097 -7.552 -9.090
H 15.414 -2.168 -11.173
H 14.657 -3.639 -11.489
H 15.625 -2.820 -12.837
H 17.879 -2.048 -10.789
H 17.751 -2.138 -12.476
H 19.918 -2.913 -12.036
H 18.935 -4.340 -12.352
H 18.554 -4.233 -9.780
H 21.401 -4.678 -10.425
H 20.246 -5.910 -10.997
H 20.574 -4.903 -8.076
H 21.318 -6.310 -8.764
H 18.202 -8.094 -8.785
H 19.978 -8.193 -9.099
H 18.878 -7.416 -10.150
C 17.287 -1.034 -4.305
O 17.894 -1.743 -5.345
C 17.142 -1.698 -6.580
C 17.927 -2.331 -7.720
N 19.104 -1.591 -8.251
C 20.075 -1.208 -7.217
C 21.317 -0.562 -7.894
O 22.071 -1.534 -8.658
C 22.928 -2.287 -7.860
H 17.945 -1.078 -3.437
H 16.349 -1.555 -4.114
H 17.107 -0.015 -4.646
H 16.807 -0.676 -6.761
H 16.232 -2.280 -6.432
H 17.207 -2.532 -8.513
H 18.168 -3.335 -7.370
H 19.518 -2.248 -8.898
H 20.295 -2.053 -6.564
H 19.636 -0.501 -6.513
H 21.906 -0.014 -7.159
H 20.891 0.229 -8.511
H 23.415 -2.912 -8.609
H 22.398 -2.985 -7.212
H 23.599 -1.705 -7.229
```

The relative energy (zero: lowest compared OMol25 entry of this formula, charge and spin) comes out at 0.0 kJ/mol. Its HOMO energy is -8.62 eV.

---

2 unconnected molecules or ions with the total composition C3H4Si. Source: the Open Molecules 2025 dataset; level of theory: wB97M-V/def2-TZVPD.

XYZ file:
```
8
C3H4Si, DFT wB97M-V/def2-TZVPD
C 0.057 -0.999 -2.121
Si 1.066 -0.008 -1.179
H 0.475 -1.398 -3.043
H 1.799 0.856 -0.266
C -1.203 0.113 1.256
C -0.501 0.664 2.050
H -1.784 -0.372 0.528
H 0.091 1.144 2.774
```

The relative energy (zero: lowest compared OMol25 entry of this formula, charge and spin) comes out at 384.6 kJ/mol. Its HOMO energy is -8.45 eV. Its SMILES is C#[SiH].C#C.

---

A molecular structure, C13H25ClGdNO4P2. Source: the Open Molecules 2025 dataset; level of theory: wB97M-V/def2-TZVPD.

XYZ file:
```
47
C13H25ClGdNO4P2, DFT wB97M-V/def2-TZVPD
C -0.147 0.333 -3.095
C 0.617 1.027 -2.000
H 0.520 0.227 -3.966
H -1.046 0.876 -3.426
H -0.440 -0.704 -2.818
O 1.724 0.539 -1.600
Cl -3.610 -0.488 0.248
Gd -1.214 0.025 -0.026
P 0.258 2.771 -1.548
C 1.423 3.199 -0.276
C 0.531 3.611 -3.098
H 0.529 4.693 -2.933
H -1.527 4.220 -1.082
H -0.270 3.367 -3.809
H -2.180 2.614 -1.470
H 2.361 2.657 -0.428
H 1.492 3.313 -3.537
C -1.386 3.139 -0.923
H 1.613 4.275 -0.305
H -1.464 2.935 0.161
H 1.005 2.926 0.701
P 0.177 -2.506 -0.529
C 1.533 -3.185 0.478
C -1.208 -3.561 0.062
H -0.215 -3.114 -2.841
H 0.725 -4.378 -1.975
H 1.527 -2.859 -2.512
C 0.596 -3.296 -2.124
H -2.160 -3.122 -0.274
H -1.084 -4.561 -0.376
H 1.750 -4.211 0.146
H 1.215 -3.183 1.529
H -1.198 -3.606 1.162
H 2.425 -2.556 0.356
C 1.472 -0.128 0.541
O 2.558 0.026 0.902
O -0.933 1.592 1.710
C -0.823 0.673 2.601
C -0.636 0.815 4.083
C -0.523 -0.637 4.540
C -0.574 -1.472 3.278
O -0.384 -2.670 3.156
N -0.850 -0.616 2.208
H 0.271 1.395 4.309
H -1.497 1.325 4.537
H 0.417 -0.818 5.076
H -1.368 -0.905 5.190
```

The net charge is +2. The relative energy (zero: lowest compared OMol25 entry of this formula, charge and spin) comes out at 0.0 kJ/mol. Its HOMO energy (spin up / spin down) is -12.80 / -15.32 eV. Its expectation value of S² is 16.109. The spin multiplicity is 8.

---

A gas-phase ion, C3H4N3O (charge +1). Source: the Open Molecules 2025 dataset; level of theory: wB97M-V/def2-TZVPD.

XYZ file:
```
11
C3H4N3O, DFT wB97M-V/def2-TZVPD
C -0.583 -0.366 -0.337
C -0.031 -1.326 0.778
C 0.081 0.994 -0.350
N -1.966 -2.359 -0.008
N -1.610 -0.676 -0.996
N -1.110 -2.372 0.820
O 0.972 -1.360 1.377
H 1.057 0.981 -0.137
H -0.524 1.536 0.451
H -0.067 1.611 -1.244
H -0.999 -3.136 1.395
```

The net charge is +1. The relative energy (zero: lowest compared OMol25 entry of this formula, charge and spin) comes out at 238.4 kJ/mol. Its HOMO energy is -17.09 eV.

---

2 unconnected molecules or ions with the total composition C6H14NO. Source: the Open Molecules 2025 dataset; level of theory: wB97M-V/def2-TZVPD.

XYZ file:
```
22
C6H14NO, DFT wB97M-V/def2-TZVPD
C -1.747 -2.403 -0.724
C -1.174 -0.923 -0.362
C 0.457 -0.962 -0.473
C 1.300 0.209 -0.579
C 2.285 0.424 -1.410
C 0.690 0.996 1.473
N 0.874 1.226 0.172
H -0.906 -3.046 -0.315
H -2.766 -2.447 -0.300
H -1.528 -2.544 -1.915
H -1.539 -0.162 -0.993
H -1.471 -0.872 0.715
H 0.891 -1.582 0.329
H 0.722 -1.669 -1.396
H 2.646 1.412 -1.565
H 2.586 -0.372 -2.136
H 0.384 1.938 2.029
H 0.924 0.005 1.896
H 0.546 2.230 -0.220
H -2.211 1.516 0.785
H -2.053 1.693 2.336
O -1.652 1.410 1.500
```

The net charge is +1. The relative energy (zero: lowest compared OMol25 entry of this formula, charge and spin) comes out at 352.2 kJ/mol. Its HOMO energy is -13.84 eV.

---

Number 1: maximum force 12.065 eV/Å. Number 2: maximum force 4.577 eV/Å. Number 3: maximum force 5.489 eV/Å. Number 4: maximum force 2.080 eV/Å. Number 5: maximum force 4.085 eV/Å. Number 6: maximum force 2.825 eV/Å. Number 7: maximum force 4.066 eV/Å. Number 8: maximum force 4.970 eV/Å. Number 9: maximum force 7.628 eV/Å.